239
Properties=species:S:1:pos:R:3:forces:R:3 method="wB97M-V/def2-TZVPD" max_force_ha_per_bohr=0.0640 total_charge=+7 homo_ev=-21.3
C -3.0608 -1.3706 -0.3162 -1.599 -0.151 -0.226
C -4.2765 -1.5972 -1.2945 0.220 0.720 0.390
N -5.7024 -1.9909 -0.7734 0.210 0.179 -0.168
C -5.7392 -3.5296 -0.4634 0.890 2.042 0.073
C -6.1084 -1.0981 0.4806 1.545 -0.255 -0.658
C -5.4432 -1.4858 1.8215 -1.625 -0.683 -0.151
C -6.6855 -1.7676 -1.9987 0.627 -0.066 0.255
C -7.2476 -0.3596 -2.2022 -1.513 -0.897 0.890
O -6.2913 0.6066 -2.1233 2.064 2.546 -0.320
C -6.7210 1.9557 -2.4891 -0.744 -0.071 -0.173
H -2.9221 -2.1717 0.4098 0.249 -0.250 -0.350
H -3.1961 -0.4708 0.2840 -0.035 0.144 -0.186
H -2.1880 -1.2162 -0.9506 0.092 -0.138 0.195
H -3.9586 -2.2662 -2.0942 -0.464 -0.682 0.333
H -4.4265 -0.6685 -1.8451 -0.255 0.156 0.329
H -5.5200 -3.9880 -1.4277 -0.363 -0.309 0.285
H -6.6715 -3.8125 0.0254 -0.049 0.072 -0.426
H -4.9124 -3.6772 0.2313 -0.070 -0.280 -0.084
H -7.1939 -1.1342 0.5724 0.127 -0.202 -0.041
H -5.8074 -0.0760 0.2507 -0.195 -0.127 -0.570
H -5.9544 -2.4025 2.1152 0.457 -0.250 0.393
H -5.8144 -0.7565 2.5415 0.054 0.165 0.021
H -4.3663 -1.5836 1.9588 -0.174 0.077 -0.596
H -7.4760 -2.5060 -1.8640 -0.209 0.322 0.075
H -6.1566 -2.0634 -2.9047 0.412 -0.152 0.245
H -7.9908 -0.2093 -1.4191 -0.405 0.191 0.076
H -7.7823 -0.3176 -3.1511 -0.082 -0.356 -0.197
H -7.5114 2.3364 -1.8422 -0.192 -0.418 0.226
H -7.0938 2.0392 -3.5100 -0.152 -0.629 -0.125
H -5.9640 2.7395 -2.4626 0.782 -0.786 0.403
C -3.7116 4.3971 -0.9497 0.538 0.484 1.000
C -3.8798 4.5263 0.5887 0.143 1.084 -0.281
N -3.9795 6.0001 1.1190 -1.435 0.226 -0.843
C -5.2496 6.6514 0.5460 0.164 0.175 1.128
C -4.1786 5.9205 2.6474 1.050 0.808 0.460
C -4.1366 7.2451 3.4485 -0.091 0.054 -0.196
C -2.8795 6.9575 0.6456 0.642 -1.152 0.323
C -1.4454 6.6058 1.0663 -0.837 0.140 -0.467
O -1.0870 5.2587 0.7542 0.651 0.762 0.342
C 0.3358 5.1009 0.7446 0.256 -1.286 -0.208
H -3.9967 3.4022 -1.2915 0.006 -0.030 0.185
H -2.6384 4.5345 -1.0822 -0.165 -0.027 -0.419
H -4.2293 5.1274 -1.5716 -0.223 0.007 0.268
H -2.9730 4.1312 1.0467 -0.281 -0.018 0.078
H -4.7615 4.0253 0.9883 -0.062 0.155 -0.076
H -5.1925 6.9751 -0.4933 0.258 -0.637 0.001
H -5.3434 7.5758 1.1160 -0.329 -0.089 0.003
H -6.0815 5.9854 0.7750 -0.028 0.166 -0.288
H -3.3772 5.2659 2.9901 0.161 0.026 -0.020
H -5.1115 5.4290 2.9234 -0.154 -0.092 -0.764
H -4.1316 6.9963 4.5097 -0.017 -0.239 -0.010
H -5.0153 7.8785 3.3264 -0.097 -0.182 -0.234
H -3.2724 7.8954 3.3133 0.164 -0.288 -0.273
H -3.0812 7.9590 1.0258 -0.270 -0.151 0.086
H -2.9685 7.0037 -0.4398 -0.005 -0.177 0.067
H -1.3179 6.8376 2.1237 0.252 -0.181 0.132
H -0.8555 7.3022 0.4702 0.353 0.105 0.152
H 0.9012 5.4967 1.5882 -0.547 0.540 0.239
H 0.8159 5.4315 -0.1764 -0.332 0.523 -0.148
H 0.5293 4.0284 0.7654 -0.210 -0.147 -0.004
C 3.7259 4.4326 2.6162 -1.391 -0.534 -0.589
C 4.8297 4.7387 1.5954 1.322 0.437 0.611
N 5.1561 3.7271 0.4658 -1.129 -1.362 1.728
C 5.3785 2.3566 1.0996 -0.766 -0.162 -0.210
C 3.9155 3.6592 -0.4640 1.141 -0.899 -0.292
C 3.5636 4.9737 -1.0711 -0.316 0.962 -0.558
C 6.4856 4.0417 -0.2536 -0.469 0.709 -0.619
C 6.9478 3.2243 -1.5400 -0.461 -0.255 0.159
O 7.6475 2.1037 -1.1780 0.762 -1.908 2.481
C 8.1869 1.1989 -2.1268 -0.236 0.209 -0.502
H 3.4654 5.2865 3.2416 0.618 0.382 -0.240
H 3.8321 3.6187 3.3334 0.937 -0.093 -0.214
H 2.7667 4.1841 2.1619 -0.102 0.037 -0.494
H 5.7218 4.8772 2.2063 0.431 -0.320 -0.329
H 4.7264 5.7097 1.1111 -0.397 -0.172 0.008
H 4.4794 2.0348 1.6251 -0.316 -0.069 -0.634
H 6.1261 2.2786 1.8890 0.489 0.921 -0.375
H 5.6797 1.7163 0.2704 -0.205 -0.249 0.258
H 3.0505 3.1622 -0.0247 0.386 0.043 0.705
H 4.2861 2.9732 -1.2257 -0.348 -0.002 -0.228
H 4.3576 5.3166 -1.7345 -0.027 0.329 0.151
H 3.2527 5.7591 -0.3821 0.577 -0.022 0.313
H 2.6615 4.9412 -1.6820 0.051 -0.724 -0.278
H 7.2075 3.9451 0.5573 0.267 0.162 -0.350
H 6.3136 5.0872 -0.5093 0.701 0.053 -0.205
H 7.6324 3.7766 -2.1837 -0.537 1.071 0.044
H 6.1189 2.8168 -2.1188 -0.660 0.830 -0.445
H 7.4796 0.9683 -2.9235 -0.251 0.337 -0.341
H 8.3680 0.2284 -1.6648 0.210 0.330 0.487
H 9.1147 1.5726 -2.5599 -0.005 0.029 -0.020
C -2.7276 -1.6170 5.0356 0.377 -0.272 -0.772
C -3.1696 -0.1834 5.3270 0.467 -0.224 -0.696
N -2.3546 0.8848 4.4867 -1.036 2.074 1.529
C -0.8658 0.9078 4.8768 -0.110 0.217 -0.261
C -2.4685 0.7809 2.9674 1.286 -1.088 -0.119
C -1.6408 1.8048 2.0703 -0.276 -1.020 0.665
C -2.9402 2.3075 4.8782 0.682 0.313 -0.233
C -3.0718 2.6451 6.3535 -0.285 -0.272 0.037
O -1.9364 2.2657 7.0656 -0.425 -0.098 -0.081
C -2.2219 2.3617 8.4530 1.266 -0.282 1.221
H -2.8226 -2.0114 4.0239 -0.542 0.489 -0.389
H -3.2210 -2.3817 5.6354 -0.120 0.448 0.412
H -1.6530 -1.7227 5.1840 -0.006 0.245 0.518
H -3.0125 -0.0597 6.3985 0.618 0.739 -0.169
H -4.2225 0.0769 5.2189 -0.009 -0.329 -0.626
H -0.7583 0.6927 5.9399 -0.141 0.111 -0.278
H -0.4796 1.9030 4.6564 -0.247 0.058 0.329
H -0.2269 0.2707 4.2653 -0.620 -0.548 -0.100
H -3.4738 0.6243 2.5765 -0.386 0.673 0.790
H -2.0582 -0.2270 2.9053 0.391 0.006 -0.938
H -1.5183 2.8101 2.4733 -0.223 -0.103 0.071
H -2.1207 1.8757 1.0942 -0.231 0.043 0.120
H -0.6521 1.4126 1.8319 0.012 -0.052 0.286
H -3.9057 2.5129 4.4160 -0.163 -0.782 -0.180
H -2.2637 2.9982 4.3748 0.167 -0.075 0.268
H -3.9920 2.2412 6.7757 -0.068 -0.843 0.068
H -3.2918 3.7004 6.5151 0.318 0.558 -0.628
H -3.0031 1.6705 8.7694 -0.385 0.246 -0.191
H -2.3727 3.3876 8.7887 -0.486 0.054 -0.248
H -1.3284 2.0419 8.9892 0.095 -0.055 -0.159
C 4.3576 -0.8250 -1.3263 -0.140 -0.031 0.567
C 5.5651 -1.6577 -0.9129 0.937 -0.830 -0.398
N 5.2542 -3.0795 -0.4271 -0.726 -1.094 1.458
C 6.5329 -3.8517 0.0396 -0.473 0.743 -0.356
C 4.2882 -3.1118 0.8380 -0.231 -0.145 -0.009
C 4.7666 -2.3617 2.1367 0.328 -1.044 -1.640
C 4.6836 -3.8823 -1.6147 -0.850 0.597 -0.180
C 3.9003 -5.1777 -1.3709 1.141 -0.533 -0.413
O 4.7231 -6.1744 -0.8523 -0.575 -0.605 1.827
C 4.0256 -7.3423 -0.2637 1.165 1.057 -1.620
H 3.5829 -0.8952 -0.5627 -0.025 0.388 -0.083
H 3.8974 -1.0589 -2.2863 0.213 -0.677 0.032
H 4.6126 0.2201 -1.5017 0.295 0.056 0.561
H 6.2839 -1.3025 -0.1745 -0.728 0.721 0.460
H 6.2536 -1.7541 -1.7524 -0.168 -0.482 -0.341
H 6.9616 -3.5226 0.9861 -0.433 0.634 -0.095
H 7.2745 -3.6611 -0.7361 -0.035 -0.614 -0.024
H 6.2081 -4.8794 0.2023 0.300 0.027 -0.613
H 4.0812 -4.1599 1.0540 1.053 -0.321 0.085
H 3.2494 -2.8908 0.5927 0.228 1.133 -0.677
H 5.5546 -2.9634 2.5895 -0.005 0.202 0.158
H 3.9322 -2.3185 2.8368 0.048 0.202 -0.223
H 5.1838 -1.3877 1.8813 -0.281 0.098 0.259
H 5.4734 -3.9539 -2.3625 0.223 -0.356 0.334
H 3.9273 -3.2481 -2.0772 0.061 0.369 0.075
H 3.6085 -5.6448 -2.3115 -0.549 0.950 -0.724
H 2.9933 -4.9348 -0.8173 -0.160 -0.224 0.538
H 3.4291 -7.8577 -1.0165 -0.007 0.043 -0.226
H 3.3457 -7.0213 0.5255 0.409 -0.139 0.442
H 4.8977 -7.9591 -0.0466 -0.611 -0.233 0.775
C -0.4750 -4.1460 5.4059 0.324 -0.045 -1.278
C 0.8969 -4.8752 5.2583 -1.441 -0.874 -0.084
N 0.7983 -6.1406 4.3128 -0.595 0.610 -0.185
C 2.1458 -6.8069 4.4303 -0.752 -0.487 -0.434
C -0.3024 -7.0969 4.8816 0.565 -1.479 -0.159
C -0.2023 -8.5930 4.3455 0.193 1.500 1.967
C 0.3935 -5.8035 2.8617 -0.130 0.038 1.491
C 1.3219 -4.9514 2.0483 0.281 1.106 -0.204
O 1.6593 -3.6470 2.5809 0.249 -0.968 -0.335
C 0.7267 -2.5618 2.4468 -0.055 -1.201 -0.022
H -0.7804 -3.5729 4.5304 0.700 0.307 -0.240
H -0.5057 -3.4438 6.2389 0.167 -0.444 0.186
H -1.3242 -4.8294 5.4098 0.273 -0.262 0.941
H 1.1233 -5.3207 6.2270 0.141 0.011 -0.045
H 1.7658 -4.3005 4.9375 -0.439 0.149 -0.144
H 2.1522 -7.1439 5.4668 0.821 0.170 -0.093
H 2.9393 -6.1429 4.0874 -0.114 0.226 0.640
H 2.2073 -7.6857 3.7883 -0.319 -0.014 0.043
H -1.3263 -6.7487 4.7461 0.351 0.502 -0.716
H -0.1832 -7.0430 5.9637 0.332 -0.318 0.011
H -0.2809 -8.6501 3.2598 0.006 -0.437 0.319
H -0.9417 -9.1548 4.9163 -0.912 0.218 -0.713
H 0.6317 -9.0969 4.8342 0.751 0.215 -0.888
H -0.5842 -5.3408 2.9968 -0.032 -0.031 -0.300
H 0.2860 -6.7464 2.3256 -0.139 -0.060 0.185
H 0.8804 -4.8838 1.0541 -0.481 0.351 -0.151
H 2.2295 -5.5023 1.8017 0.446 0.253 0.618
H -0.2818 -2.9607 2.5558 -0.268 0.186 0.081
H 0.7850 -2.0710 1.4753 0.254 0.165 -0.003
H 0.9492 -1.8943 3.2793 -0.054 0.151 -0.230
C 4.0615 2.5200 -5.6591 -2.080 0.265 0.035
C 2.6860 3.2457 -5.3892 -0.217 -0.538 0.822
C 1.4818 2.2955 -5.2858 -1.668 0.465 -0.065
N 0.1537 3.0364 -4.8695 -0.995 2.129 -0.547
C -0.1319 4.2803 -5.7595 -0.041 -1.099 -0.030
C 0.1453 3.4678 -3.4128 -0.040 -1.855 1.191
C -1.2593 3.0894 -2.8817 -0.186 1.492 0.439
C -1.6852 1.8897 -3.6327 0.418 -1.279 1.073
C -1.0938 2.1291 -4.9896 -0.018 -0.960 -1.138
H 3.9836 2.1384 -6.6772 0.800 0.327 -0.110
H 4.1345 1.6341 -5.0283 0.047 0.061 0.259
H 4.8754 3.2057 -5.4237 0.021 -0.198 -0.568
H 2.4309 4.0692 -6.0562 0.510 -0.364 -0.508
H 2.7230 3.7402 -4.4186 0.222 0.028 0.333
H 1.5519 1.5127 -4.5306 0.409 0.043 0.162
H 1.0986 1.8064 -6.1814 0.838 0.115 -0.475
H -1.1192 4.6545 -5.4888 0.265 0.160 0.284
H -0.2290 3.9223 -6.7845 0.301 0.098 -0.049
H 0.6526 5.0308 -5.6626 -0.216 -0.193 0.103
H 0.4795 4.4410 -3.0533 -0.121 0.386 -1.225
H 0.9121 2.7783 -3.0598 -0.338 -0.073 0.979
H -2.0364 3.8169 -3.1163 0.478 0.824 -0.331
H -1.3817 3.0126 -1.8013 0.798 -0.272 -0.031
H -2.7638 1.7571 -3.5486 -0.072 0.164 -0.738
H -1.2908 1.0109 -3.1225 0.438 -0.289 -0.265
H -1.8511 2.5592 -5.6451 0.379 0.541 -0.019
H -0.8147 1.2081 -5.5014 0.290 0.032 0.088
C -2.1284 -2.8714 -8.0198 0.198 -0.834 0.316
C -1.0456 -3.5311 -7.0753 -1.386 0.372 -0.094
C -1.2496 -3.1475 -5.5712 0.542 -0.754 -0.715
N -0.2996 -3.8712 -4.5910 1.048 0.068 -0.736
C -0.5018 -5.4116 -4.5799 -0.195 1.255 0.894
C 1.1795 -3.4880 -4.8980 -0.823 1.725 0.210
C 1.2979 -2.0382 -4.2859 0.326 -0.965 -0.334
C 0.4844 -2.1165 -3.0258 -1.462 -0.784 0.741
C -0.4596 -3.3175 -3.1745 -0.687 -0.909 -0.668
H -2.2922 -1.8017 -7.8887 0.461 0.025 -0.287
H -3.1184 -3.3254 -7.9761 -0.052 -0.208 0.896
H -1.8956 -3.1911 -9.0355 0.526 0.784 -0.149
H -0.0422 -3.2423 -7.3880 -0.124 0.287 -0.058
H -1.1229 -4.5875 -7.3321 0.027 -0.194 0.650
H -2.2381 -3.3123 -5.1425 -0.136 -0.245 -0.438
H -1.0502 -2.0777 -5.5096 0.118 -0.019 0.320
H -1.4285 -5.5365 -4.0197 -0.171 -0.290 -0.405
H 0.2879 -5.8051 -3.9399 0.105 -0.063 -0.294
H -0.5270 -5.9080 -5.5499 0.072 0.504 0.029
H 1.8238 -4.1832 -4.3597 -0.079 -0.084 -0.300
H 1.3332 -3.4393 -5.9760 0.151 -0.629 0.259
H 2.3184 -1.7419 -4.0435 0.087 -0.243 -0.326
H 0.8956 -1.2711 -4.9476 0.090 -0.207 -0.204
H 1.0606 -2.2576 -2.1113 0.035 0.499 -0.091
H -0.2301 -1.2969 -2.9492 0.782 0.465 0.461
H -0.3756 -4.2162 -2.5634 0.710 0.386 0.480
H -1.4822 -2.9841 -2.9979 -0.203 -0.213 -0.466
B 1.0906 0.7799 -0.5440 -0.322 -1.416 -0.716
F 2.0627 0.6572 0.4225 0.935 0.202 0.229
F 0.0346 -0.0617 -0.1513 -0.751 -0.470 0.068
F 0.6239 2.0613 -0.6424 -0.113 1.201 -0.131
F 1.5207 0.3096 -1.8420 0.182 0.539 0.557